The following is a DFT calculation (ωB97M-V with the def2-TZVPD basis set) of C37H35ClKN5O3 as an isolated structure.

The geometry in ORCA input format:
```
! wB97M-V def2-TZVPD RIJCOSX def2/J DEFGRID3
* xyz -2 1
K -0.117 1.042 -0.158
C 0.427 -0.174 -3.889
N 1.183 -0.417 -2.685
C 2.602 -0.137 -2.783
C 3.101 0.688 -1.589
C 2.975 2.201 -1.805
N 1.634 2.755 -1.614
C 1.614 4.024 -1.517
C 0.502 4.954 -1.360
C 0.771 6.272 -1.756
C -0.159 7.288 -1.717
C -1.441 6.977 -1.223
C -1.737 5.716 -0.782
C -0.787 4.623 -0.793
O -1.100 3.511 -0.300
C 0.750 -1.653 -2.017
C 1.797 -2.415 -1.184
C 1.291 -2.719 0.224
N 1.393 -1.522 1.039
C 2.056 -1.642 2.119
C 2.372 -0.636 3.128
C 2.940 -1.124 4.311
C 3.228 -0.330 5.402
C 2.951 1.047 5.298
C 2.419 1.574 4.151
C 2.088 0.776 2.990
O 1.580 1.309 1.975
H 0.671 -0.887 -4.702
H 0.612 0.841 -4.246
H -0.635 -0.258 -3.668
H 2.761 0.446 -3.696
H 3.201 -1.051 -2.908
H 4.156 0.482 -1.376
H 2.538 0.369 -0.707
H 3.297 2.405 -2.838
H 3.691 2.715 -1.152
H 2.579 4.562 -1.598
H 1.770 6.493 -2.128
H 0.090 8.289 -2.049
H -2.204 7.750 -1.180
H -2.719 5.480 -0.388
H 0.353 -2.343 -2.778
H -0.110 -1.424 -1.381
H 2.719 -1.850 -1.061
H 2.066 -3.349 -1.686
H 1.871 -3.550 0.659
H 0.246 -3.038 0.173
H 2.449 -2.643 2.376
H 3.134 -2.193 4.373
H 3.655 -0.750 6.304
H 3.165 1.699 6.140
H 2.206 2.635 4.070
Cl -6.174 -2.809 -4.929
C -4.943 -1.973 -3.980
C -4.303 -0.841 -4.512
C -3.361 -0.179 -3.776
C -2.959 -0.592 -2.444
O -2.141 0.066 -1.772
C -3.625 -1.789 -1.958
C -3.341 -2.366 -0.664
N -2.344 -2.094 0.083
C -2.132 -2.794 1.256
C -2.266 -4.165 1.346
C -1.935 -4.865 2.524
C -1.448 -4.204 3.615
C -1.274 -2.798 3.561
C -0.718 -2.059 4.632
C -0.539 -0.717 4.508
C -0.946 -0.093 3.305
N -1.473 -0.735 2.297
C -1.625 -2.081 2.395
C -4.614 -2.418 -2.728
H -4.574 -0.493 -5.502
H -2.884 0.713 -4.164
H -4.087 -3.103 -0.313
H -2.590 -4.713 0.469
H -2.049 -5.943 2.550
H -1.168 -4.738 4.516
H -0.407 -2.585 5.529
H -0.055 -0.135 5.283
H -0.798 0.974 3.174
H -5.119 -3.290 -2.322
*
```

Values from the calculation:
Strongest force on any atom = 0.31 eV/A
LUMO = 4.1 eV
Energy above the lowest of the compared OMol25 structures with the same formula, charge and spin = 0.2611 eV
Orbital gap = 0.214 hartree

Computed Mulliken charges, given in elementary charges: atom 1 (K): 1.236, atom 2 (C): -1.117, atom 3 (N): 0.976, atom 4 (C): -1.754, atom 5 (C): 1.047, atom 6 (C): -1.287, atom 7 (N): 0.094, atom 8 (C): -0.439, atom 9 (C): 0.769, atom 10 (C): -0.585, atom 11 (C): -0.673, atom 12 (C): -0.236, atom 13 (C): -0.617, atom 14 (C): 0.021, atom 15 (O): -0.672, atom 16 (C): 0.164, atom 17 (C): -1.042, atom 18 (C): -0.919, atom 19 (N): 0.893, atom 20 (C): -0.855, atom 21 (C): 1.065, atom 22 (C): -0.533, atom 23 (C): -0.813, atom 24 (C): -0.339, atom 25 (C): -0.669, atom 26 (C): -0.075, atom 27 (O): -0.512, atom 28 (H): 0.329, atom 29 (H): 0.395, atom 30 (H): 0.118, atom 31 (H): 0.759, atom 32 (H): 0.398, atom 33 (H): 0.351, atom 34 (H): -0.780, atom 35 (H): 0.296, atom 36 (H): 0.513, atom 37 (H): 0.117, atom 38 (H): 0.238, atom 39 (H): 0.327, atom 40 (H): 0.332, atom 41 (H): 0.356, atom 42 (H): 0.240, atom 43 (H): -0.356, atom 44 (H): 0.383, atom 45 (H): 0.323, atom 46 (H): 0.671, atom 47 (H): -0.160, atom 48 (H): -0.059, atom 49 (H): 0.285, atom 50 (H): 0.353, atom 51 (H): 0.344, atom 52 (H): 0.374, atom 53 (Cl): -0.310, atom 54 (C): 0.124, atom 55 (C): -0.536, atom 56 (C): -0.275, atom 57 (C): -0.342, atom 58 (O): -0.489, atom 59 (C): 0.500, atom 60 (C): -0.494, atom 61 (N): 0.213, atom 62 (C): -0.732, atom 63 (C): -0.098, atom 64 (C): -0.828, atom 65 (C): -0.965, atom 66 (C): 1.670, atom 67 (C): -0.889, atom 68 (C): -0.563, atom 69 (C): -0.376, atom 70 (N): -0.254, atom 71 (C): 0.169, atom 72 (C): -0.917, atom 73 (H): 0.378, atom 74 (H): 0.457, atom 75 (H): 0.402, atom 76 (H): 0.556, atom 77 (H): 0.351, atom 78 (H): 0.372, atom 79 (H): 0.335, atom 80 (H): 0.343, atom 81 (H): 0.588, atom 82 (H): 0.338



The following is a DFT calculation (ωB97M-V with the def2-TZVPD basis set) of C37H35CrN5OPS as an isolated structure in a non-equilibrium geometry.

The geometry in ORCA input format:
```
! wB97M-V def2-TZVPD RIJCOSX def2/J DEFGRID3
* xyz 2 4
Cr 0.216 -0.034 -0.009
N -1.094 1.479 3.805
C -0.770 0.743 2.746
S -1.121 1.404 1.145
N -0.231 -0.431 2.910
N 0.087 -1.061 1.763
C 0.655 -2.241 1.801
C 1.194 -2.915 2.985
C 0.622 -2.824 4.263
C 1.266 -3.380 5.354
C 2.483 -4.028 5.199
C 3.055 -4.139 3.939
C 2.418 -3.593 2.842
C 0.875 -2.792 0.451
C 1.000 -4.147 0.182
C 1.186 -4.564 -1.126
C 1.306 -3.609 -2.125
C 1.153 -2.280 -1.788
N 0.881 -1.874 -0.541
H -1.556 2.364 3.690
H -0.908 1.133 4.732
H -0.331 -2.345 4.391
H 0.819 -3.305 6.336
H 2.986 -4.450 6.059
H 4.002 -4.647 3.815
H 2.893 -3.647 1.871
H 0.936 -4.856 0.995
H 1.254 -5.618 -1.361
H 1.501 -3.884 -3.152
H 1.252 -1.503 -2.531
C 2.747 2.075 2.048
C 3.022 0.593 1.795
C 4.247 0.094 2.559
C 3.182 0.259 0.305
C 4.365 0.982 -0.349
O 3.791 1.618 -1.504
C 2.488 1.404 -1.523
N 2.034 0.666 -0.555
C 1.796 2.021 -2.665
C 2.573 2.861 -3.475
C 2.038 3.480 -4.587
C 0.703 3.292 -4.909
C -0.087 2.489 -4.104
C 0.443 1.836 -2.994
P -0.695 0.798 -2.035
C -2.196 1.822 -1.971
C -2.070 3.110 -1.443
C -3.170 3.947 -1.390
C -4.403 3.501 -1.848
C -4.534 2.220 -2.359
C -3.434 1.376 -2.428
C -1.175 -0.604 -3.087
C -0.867 -0.716 -4.438
C -1.356 -1.793 -5.167
C -2.141 -2.757 -4.552
C -2.435 -2.658 -3.197
C -1.953 -1.587 -2.466
H 2.566 2.232 3.111
H 1.863 2.413 1.503
H 3.593 2.705 1.767
H 2.167 0.032 2.172
H 5.163 0.594 2.236
H 4.378 -0.982 2.427
H 4.125 0.289 3.624
H 3.295 -0.826 0.205
H 5.157 0.314 -0.679
H 4.795 1.756 0.285
H 3.605 3.033 -3.213
H 2.662 4.120 -5.195
H 0.275 3.775 -5.777
H -1.139 2.372 -4.332
H -1.107 3.457 -1.085
H -3.071 4.950 -0.997
H -5.262 4.158 -1.812
H -5.494 1.870 -2.713
H -3.545 0.389 -2.850
H -0.249 0.023 -4.930
H -1.128 -1.869 -6.222
H -2.530 -3.584 -5.130
H -3.048 -3.410 -2.719
H -2.189 -1.497 -1.409
*
```

Values from the calculation:
⟨S²⟩ = 3.810
Strongest force on any atom = 1.15 eV/A
LUMO (spin up / spin down) = -6.9 / -6.5 eV
Orbital gap (spin up / spin down) = 0.244 / 0.257 hartree

Computed Mulliken charges, given in elementary charges: atom 1 (Cr): 0.096, atom 2 (N): -0.406, atom 3 (C): 0.613, atom 4 (S): -0.355, atom 5 (N): -1.398, atom 6 (N): 1.489, atom 7 (C): 0.276, atom 8 (C): 0.498, atom 9 (C): -0.262, atom 10 (C): -0.875, atom 11 (C): -0.433, atom 12 (C): -1.019, atom 13 (C): -0.291, atom 14 (C): -0.409, atom 15 (C): -0.318, atom 16 (C): -1.008, atom 17 (C): -1.060, atom 18 (C): -0.644, atom 19 (N): 1.180, atom 20 (H): 0.218, atom 21 (H): 0.235, atom 22 (H): 0.520, atom 23 (H): 0.430, atom 24 (H): 0.441, atom 25 (H): 0.430, atom 26 (H): 0.479, atom 27 (H): 0.713, atom 28 (H): 0.479, atom 29 (H): 0.554, atom 30 (H): 0.713, atom 31 (C): -1.709, atom 32 (C): 1.622, atom 33 (C): -1.637, atom 34 (C): -0.300, atom 35 (C): -0.737, atom 36 (O): -0.463, atom 37 (C): 0.521, atom 38 (N): 0.647, atom 39 (C): 0.046, atom 40 (C): -1.107, atom 41 (C): -0.833, atom 42 (C): -0.807, atom 43 (C): -0.464, atom 44 (C): 0.170, atom 45 (P): 2.511, atom 46 (C): 0.654, atom 47 (C): -0.590, atom 48 (C): -0.880, atom 49 (C): -0.638, atom 50 (C): -0.730, atom 51 (C): -0.239, atom 52 (C): -0.001, atom 53 (C): -0.298, atom 54 (C): -0.796, atom 55 (C): -0.645, atom 56 (C): -0.925, atom 57 (C): -0.440, atom 58 (H): 0.446, atom 59 (H): 0.232, atom 60 (H): 0.366, atom 61 (H): -0.937, atom 62 (H): 0.354, atom 63 (H): 0.422, atom 64 (H): 0.434, atom 65 (H): 0.603, atom 66 (H): 0.302, atom 67 (H): 0.380, atom 68 (H): 0.525, atom 69 (H): 0.442, atom 70 (H): 0.495, atom 71 (H): 0.673, atom 72 (H): 0.446, atom 73 (H): 0.476, atom 74 (H): 0.422, atom 75 (H): 0.465, atom 76 (H): 0.334, atom 77 (H): 0.476, atom 78 (H): 0.464, atom 79 (H): 0.449, atom 80 (H): 0.510, atom 81 (H): 0.404



The following is a DFT calculation (ωB97M-V with the def2-TZVPD basis set) of C37H35FNP2PdS5Si as an isolated structure.

The geometry in ORCA input format:
```
! wB97M-V def2-TZVPD RIJCOSX def2/J DEFGRID3
* xyz -1 3
Pd -1.095 0.297 1.910
S -7.794 2.288 -0.208
C -6.331 1.761 0.346
S -5.438 2.539 1.592
C -4.030 1.495 1.605
C -4.074 0.451 0.714
S -2.826 -0.682 0.481
S -5.518 0.373 -0.270
S -2.717 1.861 2.629
C 0.376 -2.890 5.221
Si -0.455 -1.393 4.416
C -0.635 -0.113 5.765
C -2.139 -2.039 3.943
N 0.428 -0.746 3.093
C 1.624 -0.103 3.347
C 2.776 -0.784 3.785
C 3.980 -0.140 4.040
C 4.105 1.231 3.862
C 2.995 1.949 3.424
C 1.816 1.282 3.184
F 0.762 2.026 2.738
H -0.364 -3.494 5.755
H 1.141 -2.587 5.944
H 0.856 -3.527 4.472
H -1.092 -0.531 6.668
H -1.252 0.724 5.425
H 0.351 0.279 6.035
H -2.486 -2.705 4.740
H -2.102 -2.610 3.011
H -2.877 -1.245 3.813
H 2.692 -1.857 3.915
H 4.831 -0.720 4.377
H 5.042 1.736 4.055
H 3.035 3.018 3.258
C -0.244 -0.019 -2.273
P -0.169 0.754 -0.591
C -1.278 2.211 -0.834
C -1.050 3.387 -0.118
C -1.931 4.453 -0.200
C -3.072 4.360 -0.989
C -3.317 3.193 -1.698
C -2.423 2.131 -1.622
C 1.488 1.557 -0.705
C 1.768 2.656 -1.519
C 3.058 3.157 -1.610
C 4.088 2.566 -0.884
C 3.821 1.477 -0.068
C 2.527 0.976 0.016
P 1.092 -1.292 -2.515
C 0.085 -2.816 -2.335
C -1.022 -3.117 -3.131
C -1.785 -4.246 -2.886
C -1.458 -5.090 -1.828
C -0.368 -4.800 -1.025
C 0.402 -3.670 -1.283
C 1.329 -1.162 -4.330
C 1.659 0.085 -4.866
C 1.964 0.226 -6.211
C 1.958 -0.884 -7.047
C 1.655 -2.132 -6.522
C 1.346 -2.271 -5.174
H -0.185 0.773 -3.019
H -1.204 -0.528 -2.372
H -0.188 3.458 0.537
H -1.740 5.349 0.378
H -3.774 5.183 -1.036
H -4.216 3.095 -2.294
H -2.655 1.215 -2.151
H 0.968 3.132 -2.076
H 3.260 4.013 -2.243
H 5.094 2.963 -0.949
H 4.612 1.021 0.515
H 2.320 0.128 0.662
H -1.292 -2.455 -3.947
H -2.643 -4.464 -3.509
H -2.063 -5.966 -1.628
H -0.119 -5.444 -0.191
H 1.249 -3.436 -0.649
H 1.693 0.957 -4.221
H 2.212 1.204 -6.604
H 2.193 -0.775 -8.099
H 1.653 -3.005 -7.163
H 1.113 -3.253 -4.780
*
```

Values from the calculation:
⟨S²⟩ = 2.019
Strongest force on any atom = 0.83 eV/A
LUMO (spin up / spin down) = 2.4 / 1.1 eV
Energy above the lowest of the compared OMol25 structures with the same formula, charge and spin = 0.0000 eV
Orbital gap (spin up / spin down) = 0.243 / 0.202 hartree

Computed Mulliken charges, given in elementary charges: atom 1 (Pd): 0.117, atom 2 (S): -0.286, atom 3 (C): 0.107, atom 4 (S): -0.113, atom 5 (C): 0.148, atom 6 (C): -0.041, atom 7 (S): -0.324, atom 8 (S): -0.062, atom 9 (S): -0.490, atom 10 (C): -1.293, atom 11 (Si): 0.440, atom 12 (C): -1.078, atom 13 (C): -1.037, atom 14 (N): 0.642, atom 15 (C): 0.125, atom 16 (C): -0.209, atom 17 (C): -0.838, atom 18 (C): -0.550, atom 19 (C): -0.590, atom 20 (C): 0.242, atom 21 (F): -0.433, atom 22 (H): 0.342, atom 23 (H): 0.331, atom 24 (H): 0.322, atom 25 (H): 0.371, atom 26 (H): 0.224, atom 27 (H): 0.290, atom 28 (H): 0.322, atom 29 (H): 0.236, atom 30 (H): 0.259, atom 31 (H): 0.386, atom 32 (H): 0.375, atom 33 (H): 0.370, atom 34 (H): 0.463, atom 35 (C): -1.608, atom 36 (P): 0.515, atom 37 (C): 0.696, atom 38 (C): -0.525, atom 39 (C): -0.684, atom 40 (C): -0.653, atom 41 (C): -0.582, atom 42 (C): -0.319, atom 43 (C): 0.867, atom 44 (C): -0.396, atom 45 (C): -0.734, atom 46 (C): -0.626, atom 47 (C): -0.547, atom 48 (C): -0.765, atom 49 (P): 0.311, atom 50 (C): 0.315, atom 51 (C): -0.051, atom 52 (C): -0.893, atom 53 (C): -0.383, atom 54 (C): -0.599, atom 55 (C): -0.398, atom 56 (C): 0.393, atom 57 (C): -0.395, atom 58 (C): -0.675, atom 59 (C): -0.410, atom 60 (C): -0.624, atom 61 (C): -0.456, atom 62 (H): 0.822, atom 63 (H): 0.699, atom 64 (H): 0.354, atom 65 (H): 0.385, atom 66 (H): 0.373, atom 67 (H): 0.461, atom 68 (H): 0.222, atom 69 (H): 0.477, atom 70 (H): 0.420, atom 71 (H): 0.393, atom 72 (H): 0.443, atom 73 (H): 0.533, atom 74 (H): 0.484, atom 75 (H): 0.386, atom 76 (H): 0.383, atom 77 (H): 0.406, atom 78 (H): 0.348, atom 79 (H): 0.337, atom 80 (H): 0.395, atom 81 (H): 0.360, atom 82 (H): 0.381, atom 83 (H): 0.393



Question: Among the records above, which one has the lowest strongest force on any atom?
Answer: C37H35ClKN5O3



Question: The lowest strongest force on any atom belongs to which entry?
Answer: C37H35ClKN5O3



Question: Which formula does entry 3 have?
Answer: C37H35FNP2PdS5Si